Record 1
{
  "formula": "C69H74N8O4Re",
  "method": "ωB97M-V with the def2-TZVPD basis set",
  "species": ["Re", "C", "C", "C", "C", "C", "O", "N", "C", "C", "C", "C", "C", "C", "C", "C", "C", "C", "C", "N", "C", "C", "C", "C", "C", "C", "C", "N", "C", "C", "C", "C", "C", "C", "N", "C", "C", "C", "C", "C", "C", "N", "C", "O", "C", "C", "C", "C", "C", "C", "C", "C", "C", "C", "C", "C", "N", "C", "O", "C", "C", "C", "C", "N", "C", "C", "C", "C", "C", "C", "N", "C", "O", "C", "C", "C", "C", "H", "H", "H", "H", "H", "H", "H", "H", "H", "H", "H", "H", "H", "H", "H", "H", "H", "H", "H", "H", "H", "H", "H", "H", "H", "H", "H", "H", "H", "H", "H", "H", "H", "H", "H", "H", "H", "H", "H", "H", "H", "H", "H", "H", "H", "H", "H", "H", "H", "H", "H", "H", "H", "H", "H", "H", "H", "H", "H", "H", "H", "H", "H", "H", "C", "C", "C", "C", "C", "H", "H", "H", "H", "H", "H", "H", "H", "H", "H"],
  "positions_angstrom": [[-0.92, -0.93, -0.59], [-0.81, 3.56, 5.37], [-1.98, 3.88, 4.45], [-2.32, 5.38, 4.57], [-3.17, 3.01, 4.88], [-1.51, 3.59, 3.01], [-0.32, 3.41, 2.78], [-2.36, 3.55, 1.92], [-3.77, 3.44, 1.73], [-4.66, 4.43, 2.13], [-6.03, 4.27, 1.94], [-6.51, 3.13, 1.31], [-5.62, 2.17, 0.85], [-4.25, 2.32, 1.04], [-3.28, 1.30, 0.53], [-2.89, 0.30, 1.42], [-3.21, 0.26, 2.81], [-2.26, -0.51, 3.42], [-1.38, -1.02, 2.41], [-1.83, -0.57, 1.19], [-0.23, -1.81, 2.64], [0.22, -2.76, 1.60], [0.78, -4.05, 1.71], [1.18, -4.44, 0.44], [0.83, -3.42, -0.46], [1.25, -3.25, -1.80], [1.08, -2.11, -2.56], [0.45, -0.94, -2.12], [0.72, 0.06, -3.01], [0.30, 1.42, -2.79], [-0.89, 1.71, -2.10], [-1.62, 2.93, -2.20], [-2.69, 2.86, -1.35], [-2.63, 1.62, -0.67], [-1.56, 0.89, -1.21], [1.26, 2.57, -2.93], [1.40, 3.39, -1.79], [2.37, 4.36, -1.68], [3.29, 4.54, -2.71], [3.15, 3.79, -3.86], [2.12, 2.86, -3.99], [1.95, 2.25, -5.28], [1.17, 2.60, -6.36], [1.31, 1.94, -7.38], [0.07, 3.68, -6.29], [0.22, 4.78, -5.24], [-1.23, 2.91, -6.04], [0.02, 4.35, -7.67], [1.45, -0.52, -4.11], [1.65, -1.84, -3.84], [2.10, -4.34, -2.37], [1.58, -5.60, -2.62], [2.37, -6.59, -3.20], [3.69, -6.31, -3.53], [4.24, -5.07, -3.25], [3.45, -4.08, -2.66], [3.98, -2.84, -2.25], [4.96, -2.10, -2.87], [5.53, -2.49, -3.88], [5.30, -0.77, -2.18], [6.47, -1.09, -1.23], [5.75, 0.23, -3.24], [4.13, -0.19, -1.38], [0.18, -2.42, 0.27], [0.64, -1.32, 3.75], [0.70, 0.08, 3.93], [1.56, 0.69, 4.83], [2.42, -0.08, 5.59], [2.38, -1.45, 5.45], [1.50, -2.07, 4.57], [1.52, -3.50, 4.53], [1.13, -4.45, 5.45], [1.57, -5.58, 5.33], [0.06, -4.17, 6.53], [-1.11, -5.09, 6.14], [-0.48, -2.75, 6.66], [0.65, -4.62, 7.87], [0.09, 4.10, 5.08], [-0.58, 2.49, 5.36], [-1.07, 3.84, 6.40], [-2.06, 5.73, 5.58], [-3.38, 5.58, 4.43], [-1.75, 5.99, 3.86], [-3.40, 3.24, 5.93], [-2.90, 1.95, 4.82], [-4.07, 3.18, 4.30], [-1.83, 3.26, 1.11], [-4.28, 5.33, 2.59], [-6.71, 5.04, 2.27], [-7.58, 3.00, 1.16], [-5.98, 1.29, 0.33], [-4.04, 0.77, 3.26], [-2.16, -0.74, 4.47], [0.82, -4.65, 2.60], [1.67, -5.37, 0.17], [-1.35, 3.76, -2.84], [-3.45, 3.62, -1.19], [0.74, 3.23, -0.94], [2.43, 4.96, -0.77], [4.10, 5.27, -2.62], [3.82, 3.93, -4.70], [2.64, 1.56, -5.53], [0.11, 4.42, -4.21], [-0.57, 5.52, -5.42], [1.18, 5.30, -5.32], [-1.20, 2.37, -5.09], [-1.41, 2.19, -6.84], [-2.07, 3.61, -6.00], [0.91, 4.95, -7.84], [-0.86, 5.00, -7.72], [-0.05, 3.60, -8.46], [1.66, -0.03, -5.04], [2.14, -2.56, -4.47], [0.54, -5.80, -2.37], [1.95, -7.57, -3.40], [4.30, -7.07, -3.98], [5.27, -4.85, -3.49], [3.46, -2.37, -1.54], [7.34, -1.43, -1.80], [6.20, -1.87, -0.52], [6.75, -0.19, -0.67], [6.45, -0.23, -3.94], [6.23, 1.09, -2.76], [4.88, 0.59, -3.81], [3.96, -0.72, -0.44], [3.20, -0.19, -1.96], [4.35, 0.85, -1.12], [0.08, 0.72, 3.31], [1.57, 1.77, 4.89], [3.12, 0.38, 6.28], [3.03, -2.09, 6.04], [2.14, -3.90, 3.85], [-1.53, -4.81, 5.17], [-1.91, -5.01, 6.89], [-0.78, -6.13, 6.09], [-1.28, -2.76, 7.40], [-0.90, -2.38, 5.71], [0.28, -2.04, 7.00], [1.06, -5.63, 7.78], [-0.14, -4.63, 8.63], [1.44, -3.94, 8.20], [-3.91, -3.47, -2.54], [-3.46, -2.06, -2.15], [-4.53, -1.43, -1.25], [-3.28, -1.21, -3.42], [-2.12, -2.17, -1.44], [-4.86, -3.42, -3.09], [-4.07, -4.09, -1.65], [-3.17, -3.96, -3.18], [-5.52, -1.57, -1.71], [-4.36, -0.36, -1.14], [-4.54, -1.89, -0.26], [-4.22, -1.17, -3.98], [-2.51, -1.65, -4.07], [-2.97, -0.19, -3.17], [-1.71, -3.18, -1.47]],
  "lowdin_charge": [1.659, -0.057, -0.487, -0.028, -0.032, -0.395, 0.052, 0.174, -0.194, -0.025, -0.071, -0.073, -0.010, -0.149, -0.105, -0.219, 0.000, -0.010, -0.261, -0.058, -0.037, -0.188, -0.014, 0.012, -0.250, -0.066, -0.249, -0.061, -0.197, -0.059, -0.263, -0.011, 0.005, -0.247, -0.062, -0.113, -0.022, -0.064, -0.074, -0.033, -0.213, 0.130, -0.409, 0.054, -0.495, -0.039, -0.027, -0.048, 0.010, 0.017, -0.138, -0.030, -0.079, -0.069, 0.004, -0.169, 0.154, -0.422, 0.077, -0.509, -0.035, -0.039, -0.035, -0.080, -0.102, -0.016, -0.068, -0.071, -0.032, -0.205, 0.131, -0.423, 0.048, -0.503, -0.040, -0.044, -0.041, 0.089, 0.069, 0.089, 0.083, 0.063, 0.095, 0.095, 0.067, 0.068, 0.129, 0.102, 0.107, 0.104, 0.119, 0.114, 0.115, 0.096, 0.118, 0.106, 0.124, 0.117, 0.108, 0.106, 0.123, 0.131, 0.055, 0.091, 0.090, 0.072, 0.093, 0.091, 0.091, 0.087, 0.081, 0.094, 0.134, 0.123, 0.103, 0.106, 0.112, 0.113, 0.093, 0.088, 0.089, 0.083, 0.089, 0.079, 0.090, 0.069, 0.093, 0.105, 0.100, 0.106, 0.123, 0.133, 0.091, 0.086, 0.086, 0.090, 0.070, 0.081, 0.084, 0.088, 0.087, -0.071, -0.654, -0.052, -0.046, -0.123, 0.085, 0.090, 0.086, 0.089, 0.055, 0.091, 0.090, 0.089, 0.067, 0.065],
  "gap_ev": [4.8, 5.3],
  "multiplicity": 4,
  "total_energy_ev": -94997.1298,
  "s2": 4.031,
  "charge": 0
}

***

Record 2
{
  "formula": "CF4O3PRh",
  "method": "ωB97M-V with the def2-TZVPD basis set",
  "species": ["C", "O", "O", "O", "Rh", "P", "F", "F", "F", "F"],
  "positions_angstrom": [[-2.40, -0.96, 0.18], [-0.28, 0.79, -0.15], [-1.54, -1.78, 0.28], [-3.50, -0.60, 0.15], [0.35, 2.50, -0.79], [1.07, 0.05, 0.09], [1.85, 1.32, -0.98], [1.95, 0.79, 1.21], [0.98, -1.19, 1.09], [1.51, -0.91, -1.08]],
  "lowdin_charge": [-0.112, -0.402, 0.480, 0.528, 1.504, 0.466, -0.328, -0.058, -0.055, -0.022],
  "relative_energy_ev": 0.726,
  "gap_ev": [9.7, 4.7],
  "multiplicity": 5,
  "total_energy_ev": -30322.4031,
  "s2": 6.041,
  "charge": 2
}